# 1
Density functional theory data (wB97M-V/def2-TZVPD) for a 13-piece molecular cluster, C52H132BN12O20 overall.

Calculated values
- Expectation value of S²: 0.7546
- Lowest unoccupied orbital energy (spin up / spin down): -0.4 / -6.2 eV
- HOMO-LUMO gap (spin up / spin down): 7.87 / 2.11 eV
- 2S+1: 2

Geometry (Å):
O  25.34  -9.00  -11.49
C  25.24  -8.48  -12.56
O  24.93  -9.10  -13.75
B  25.21  -8.11  -14.87
O  25.31  -6.82  -14.10
C  25.41  -6.97  -12.80
O  25.58  -6.14  -11.94
O  24.11  -8.12  -15.79
C  24.55  -8.35  -17.01
O  23.87  -8.45  -18.04
C  26.07  -8.47  -16.96
O  26.40  -8.32  -15.68
O  26.75  -8.59  -18.01
C  22.61  -1.59  -20.58
C  22.00  -2.73  -21.45
C  22.14  -4.17  -20.80
O  23.44  -4.69  -20.84
C  23.81  -5.82  -20.10
N  20.59  -2.56  -21.63
H  22.19  -1.43  -19.59
H  22.56  -0.63  -21.09
H  23.67  -1.79  -20.41
H  22.44  -2.58  -22.43
H  21.54  -4.81  -21.44
H  21.76  -4.13  -19.78
H  23.27  -6.69  -20.47
H  23.59  -5.76  -19.03
H  24.85  -6.03  -20.35
H  20.24  -2.83  -20.72
H  20.42  -1.57  -21.64
C  24.37  -2.89  -11.25
C  25.27  -3.22  -10.06
C  25.08  -2.15  -8.93
O  25.45  -0.83  -9.31
C  24.81  0.24  -8.65
N  25.04  -4.55  -9.52
H  24.45  -3.66  -12.03
H  24.69  -1.94  -11.69
H  23.34  -2.86  -10.92
H  26.25  -3.23  -10.55
H  25.70  -2.44  -8.08
H  24.09  -2.22  -8.49
H  24.82  0.16  -7.56
H  23.76  0.22  -8.94
H  25.31  1.19  -8.85
H  25.33  -5.19  -10.26
H  24.04  -4.56  -9.45
C  29.35  -3.65  -7.71
C  28.92  -5.13  -7.68
C  29.67  -5.95  -8.79
O  29.59  -5.53  -10.12
C  28.31  -5.28  -10.61
N  29.36  -5.60  -6.40
H  29.19  -3.23  -8.70
H  30.36  -3.41  -7.40
H  28.80  -3.03  -7.01
H  27.85  -5.22  -7.83
H  29.21  -6.94  -8.81
H  30.68  -6.28  -8.53
H  28.45  -5.20  -11.68
H  27.72  -4.45  -10.22
H  27.70  -6.19  -10.61
H  29.13  -6.57  -6.50
H  28.70  -5.12  -5.81
C  18.95  -10.11  -10.45
C  19.22  -11.51  -10.94
C  20.56  -12.04  -10.31
O  21.59  -11.13  -10.59
C  22.89  -11.50  -10.21
N  18.19  -12.35  -10.51
H  18.10  -9.54  -10.82
H  19.79  -9.43  -10.62
H  19.04  -10.08  -9.36
H  19.28  -11.44  -12.03
H  20.81  -12.98  -10.82
H  20.50  -12.15  -9.23
H  23.61  -10.74  -10.54
H  23.19  -12.49  -10.55
H  23.01  -11.25  -9.16
H  18.20  -12.29  -9.50
H  17.29  -11.93  -10.66
C  27.95  -2.92  -17.51
C  27.29  -4.31  -17.46
C  25.79  -4.22  -17.11
O  25.75  -3.88  -15.77
C  24.44  -3.94  -15.21
N  27.44  -4.92  -18.82
H  27.60  -2.33  -18.35
H  29.02  -3.09  -17.59
H  27.79  -2.30  -16.62
H  27.83  -4.96  -16.78
H  25.36  -5.20  -17.26
H  25.19  -3.63  -17.80
H  23.74  -3.26  -15.71
H  24.34  -3.71  -14.15
H  23.99  -4.92  -15.35
H  28.41  -5.03  -19.06
H  27.07  -5.86  -18.80
C  25.92  -8.08  -7.91
C  26.83  -9.28  -8.25
C  27.78  -9.74  -7.16
O  28.63  -8.75  -6.63
C  29.52  -9.26  -5.66
N  26.05  -10.28  -8.92
H  25.12  -8.16  -7.17
H  25.30  -7.85  -8.77
H  26.64  -7.31  -7.62
H  27.49  -8.99  -9.07
H  28.39  -10.52  -7.60
H  27.15  -10.23  -6.41
H  28.98  -9.52  -4.75
H  30.26  -8.58  -5.23
H  30.01  -10.10  -6.15
H  25.68  -9.93  -9.79
H  25.22  -10.54  -8.41
C  21.11  -8.95  -13.95
C  21.15  -10.27  -14.60
C  21.32  -10.17  -16.11
O  20.23  -9.85  -16.85
C  20.56  -9.53  -18.24
N  22.28  -10.91  -13.93
H  21.15  -8.89  -12.87
H  20.17  -8.43  -14.09
H  21.82  -8.23  -14.36
H  20.21  -10.81  -14.52
H  21.59  -11.14  -16.54
H  22.18  -9.50  -16.20
H  19.68  -9.42  -18.87
H  21.11  -10.35  -18.70
H  21.14  -8.60  -18.21
H  22.19  -11.03  -12.93
H  23.08  -10.28  -13.96
C  26.94  -9.08  -26.20
C  27.77  -8.90  -24.93
C  26.98  -8.63  -23.63
O  27.84  -8.34  -22.56
C  27.27  -8.29  -21.30
N  28.48  -10.17  -24.86
H  26.09  -9.74  -26.03
H  27.66  -9.28  -26.99
H  26.36  -8.18  -26.39
H  28.48  -8.10  -25.13
H  26.47  -9.55  -23.35
H  26.36  -7.74  -23.71
H  26.47  -7.55  -21.36
H  28.05  -8.09  -20.58
H  26.76  -9.21  -20.99
H  28.75  -10.23  -23.89
H  27.81  -10.90  -25.06
C  26.04  -11.98  -13.93
C  26.03  -13.42  -13.34
C  25.95  -13.48  -11.75
O  25.35  -14.67  -11.24
C  25.35  -14.75  -9.78
N  24.92  -14.13  -13.90
H  26.88  -11.50  -13.42
H  25.15  -11.40  -13.68
H  26.40  -11.95  -14.96
H  26.96  -13.86  -13.67
H  25.34  -12.65  -11.40
H  26.95  -13.35  -11.34
H  24.60  -15.49  -9.53
H  25.12  -13.85  -9.22
H  26.33  -15.08  -9.44
H  25.45  -14.90  -14.28
H  24.53  -14.55  -13.07
C  30.38  -10.56  -19.59
C  29.90  -11.57  -18.52
C  30.87  -11.79  -17.34
O  30.19  -12.69  -16.36
C  30.63  -12.52  -15.03
N  28.69  -11.04  -18.04
H  31.32  -10.89  -20.03
H  30.61  -9.57  -19.18
H  29.68  -10.40  -20.41
H  29.71  -12.58  -18.86
H  30.98  -10.79  -16.92
H  31.81  -12.22  -17.68
H  30.13  -13.16  -14.29
H  30.40  -11.54  -14.62
H  31.69  -12.74  -14.87
H  28.65  -11.47  -17.12
H  28.99  -10.08  -17.98
C  21.55  -7.93  -8.46
C  22.16  -6.82  -9.33
C  22.11  -6.96  -10.91
O  22.36  -5.66  -11.55
C  22.18  -5.59  -12.98
N  21.56  -5.53  -9.01
H  20.47  -7.87  -8.34
H  22.11  -7.84  -7.53
H  21.80  -8.90  -8.89
H  23.22  -6.77  -9.08
H  21.09  -7.31  -11.12
H  22.80  -7.78  -11.09
H  21.18  -5.86  -13.31
H  22.84  -6.30  -13.49
H  22.48  -4.56  -13.17
H  21.82  -5.05  -9.86
H  20.55  -5.49  -9.06
C  29.93  -5.91  -14.53
C  30.04  -7.41  -14.47
C  29.34  -7.95  -13.21
O  29.47  -9.40  -13.20
C  28.91  -10.07  -12.14
N  29.47  -7.99  -15.72
H  28.88  -5.65  -14.61
H  30.44  -5.45  -15.37
H  30.42  -5.46  -13.66
H  31.06  -7.77  -14.53
H  28.27  -7.74  -13.21
H  29.79  -7.60  -12.28
H  29.17  -11.11  -12.30
H  27.83  -9.89  -12.14
H  29.36  -9.68  -11.23
H  29.49  -8.98  -15.52
H  28.48  -7.81  -15.65

Mulliken population analysis, charges in e, atoms 1 to 99: O -0.052; C 0.266; O 0.376; B 0.713; O -0.277; C -0.324; O -0.375; O -0.992; C 0.375; O -0.680; C 0.232; O -0.024; O -0.499; C -1.400; C 0.481; C -0.792; O -0.388; C -0.417; N -0.697; H 0.310; H 0.395; H 0.327; H 0.259; H 0.318; H 0.323; H 0.515; H 0.117; H 0.018; H 0.291; H 0.275; C -0.806; C 0.766; C -1.312; O -0.351; C -0.771; N 0.281; H -0.446; H 0.570; H 0.398; H 0.409; H 0.490; H 0.482; H 0.319; H 0.344; H 0.243; H 0.374; H 0.226; C -1.679; C 1.302; C -0.419; O -0.471; C -0.255; N -0.768; H 0.293; H 0.349; H 0.431; H -0.098; H -0.182; H 0.576; H 0.166; H -0.081; H 0.084; H 0.336; H 0.330; C -0.846; C 0.977; C -1.045; O 0.287; C -1.156; N -0.783; H 0.396; H -0.318; H 0.378; H -0.118; H 0.326; H 0.487; H -0.229; H 0.726; H 0.499; H 0.315; H 0.299; C -1.720; C 1.519; C 0.188; O -0.378; C 0.034; N -0.627; H 0.345; H 0.447; H 0.300; H -0.490; H -0.527; H 0.516; H 0.487; H -0.348; H 0.003; H 0.298; H 0.077; C -0.433

---

# 2
Density functional theory data (wB97M-V/def2-TZVPD) for a 4-piece molecular cluster, C17H40BO7 overall.

Calculated values
- Lowest unoccupied orbital energy: 2.2 eV
- HOMO-LUMO gap: 5.93 eV
- Total charge: -1
- 2S+1: 1

Geometry (Å):
C  0.06  -1.67  -2.25
C  1.14  -0.76  -2.74
O  1.84  -0.99  -3.72
O  1.29  0.39  -2.00
C  0.38  1.41  -2.49
C  0.13  2.42  -1.41
C  -1.15  2.19  -0.60
C  -2.41  2.31  -1.44
C  -3.64  1.68  -0.82
C  -4.82  1.72  -1.84
O  -5.50  0.51  -1.74
B  -4.84  -0.24  -0.60
O  -3.47  0.33  -0.56
H  0.22  -2.68  -2.61
H  -0.02  -1.65  -1.17
H  -0.90  -1.33  -2.65
H  0.81  1.85  -3.38
H  -0.54  0.91  -2.79
H  0.07  3.41  -1.86
H  0.98  2.47  -0.73
H  -1.18  2.97  0.16
H  -1.10  1.24  -0.08
H  -2.62  3.37  -1.57
H  -2.29  1.90  -2.44
H  -3.99  2.23  0.06
H  -4.49  1.83  -2.88
H  -5.45  2.61  -1.65
H  -5.51  -0.01  0.43
H  -4.78  -1.45  -0.81
C  2.24  6.40  -5.07
C  2.39  4.99  -4.51
C  2.63  3.97  -5.62
O  1.25  4.63  -3.74
H  1.37  6.45  -5.74
H  2.07  7.11  -4.26
H  3.12  6.70  -5.63
H  3.23  4.97  -3.82
H  1.77  3.95  -6.30
H  2.74  2.97  -5.20
H  3.52  4.21  -6.20
H  0.48  4.64  -4.33
C  -0.51  -4.12  2.86
C  -0.29  -2.76  2.22
C  -0.87  -1.65  3.08
O  -0.87  -2.72  0.92
H  -1.58  -4.33  2.98
H  -0.09  -4.91  2.23
H  -0.04  -4.17  3.84
H  0.77  -2.59  2.07
H  -1.95  -1.77  3.20
H  -0.70  -0.68  2.62
H  -0.41  -1.64  4.08
H  -1.82  -2.85  1.01
C  3.23  -5.53  5.60
C  2.57  -4.20  5.92
C  3.09  -3.62  7.24
O  1.15  -4.34  5.97
H  3.01  -6.26  6.38
H  2.85  -5.92  4.65
H  4.31  -5.43  5.52
H  2.76  -3.49  5.12
H  2.86  -4.30  8.06
H  2.61  -2.67  7.45
H  4.17  -3.47  7.20
H  0.94  -4.97  6.67

Just the Mulliken charges please, in e? Sure, here they are: C -0.868; C 0.742; O -0.631; O -0.366; C 0.083; C -0.643; C -0.464; C -0.934; C 0.177; C -0.498; O -0.681; B 0.841; O -0.640; H 0.358; H 0.271; H 0.251; H 0.027; H 0.103; H 0.243; H 0.366; H 0.339; H 0.174; H 0.326; H 0.420; H 0.072; H 0.324; H 0.244; H -0.344; H -0.281; C -1.297; C 0.352; C -1.272; O -0.447; H 0.351; H 0.316; H 0.379; H 0.234; H 0.326; H 0.305; H 0.409; H 0.323; C -1.171; C 0.465; C -1.223; O -0.447; H 0.373; H 0.316; H 0.178; H 0.248; H 0.342; H 0.275; H 0.347; H 0.310; C -1.300; C 0.533; C -1.367; O -0.520; H 0.333; H 0.316; H 0.375; H 0.268; H 0.344; H 0.337; H 0.376; H 0.305

---

# 3
Density functional theory data (wB97M-V/def2-TZVPD) for C4H4ClFOS as an isolated structure.

Calculated values
- Lowest unoccupied orbital energy: -0.6 eV
- HOMO-LUMO gap: 8.39 eV
- 2S+1: 1
- Energy above the lowest of the compared OMol25 structures with the same formula, charge and spin: 342.5 kJ/mol

Geometry (Å):
C  0.03  -0.44  0.90
C  -1.14  0.20  -0.07
C  -0.27  1.31  -0.62
C  0.88  0.23  -0.18
H  -0.16  -2.32  0.18
H  0.22  0.05  1.76
H  0.12  2.29  0.05
H  -0.33  1.58  -1.76
O  0.04  -1.79  1.09
F  2.05  0.71  0.24
S  -2.53  -0.44  -0.42
Cl  1.10  -1.38  -1.17

Just the Mulliken charges please, in e? Sure, here they are: C -0.610; C 0.231; C -0.398; C 0.724; H 0.373; H 0.513; H 0.258; H 0.280; O -0.562; F -0.266; S -0.276; Cl -0.268

---

Respective total energy values: -4246.840078, -1223.328973, -1188.176714 Ha.